Record 1
The following is a quantum chemistry calculation of a 5-piece molecular cluster, C3H18NO4 overall in a non-equilibrium geometry, from OMol25.

Cartesian coordinates (Å):
O1 -1.2679 2.3586 -1.0413
O2 1.6757 0.6760 2.3849
O3 2.7748 0.1614 -2.5775
O4 -0.2121 2.6211 2.2587
N1 0.2165 -0.3364 -0.2340
C1 -0.3672 -1.6894 -0.0459
C2 -0.8711 -2.0995 -1.4383
C3 -1.4633 -1.6301 0.9456
H1 -1.9571 -1.7773 -1.7510
H2 0.6010 0.1888 0.5087
H3 2.3227 0.0931 2.4405
H4 -2.3954 -1.3030 0.5900
H5 -1.4565 2.8656 -1.9008
H6 3.4478 0.6119 -2.1545
H7 -1.7093 2.7354 -0.3481
H8 -1.7540 -2.6902 1.2325
H9 0.5899 -2.3804 0.2955
H10 -0.1532 -1.8831 -2.2667
H11 -0.5226 3.5568 2.0270
H12 2.5434 0.5185 -3.3909
H13 1.7991 1.6147 2.6437
H14 -1.4435 -1.1712 1.9663
H15 -0.8504 -3.2885 -1.5682
H16 -0.5099 0.3305 -0.8851
H17 -0.0911 2.4729 3.1384
H18 1.0536 -0.5561 -0.8296

Atoms 1-3, force components in eV/Å:
1.8 -1.0 -4.8
-5.7 4.3 -1.0
-2.1 -3.0 1.5

Properties
relative energy (zero: lowest compared OMol25 entry of this formula, charge and spin): 288.60 kJ/mol
total charge: +1
energy: -13075.448 eV
LUMO energy: -0.0988 Eh
highest occupied orbital energy: -14.999 eV

Atom charges from the Löwdin analysis, given in e for atoms 1 to 6:
1. O -0.040
2. O -0.006
3. O 0.012
4. O -0.046
5. N 0.165
6. C -0.442


Record 2
The following is a quantum chemistry calculation of C28H31N4RuSe as an isolated structure, from OMol25.

Cartesian coordinates (Å):
Ru1 0.5890 -0.0487 0.2019
Se1 2.4754 -1.6686 0.4082
N1 -0.7238 1.6198 0.0677
N2 0.1233 -0.3228 2.2462
N3 0.5883 -0.1504 -1.8809
N4 -0.9173 -1.4114 0.0272
C1 4.2709 0.5896 0.2734
C2 -2.8268 2.7279 -0.0672
C3 7.8887 1.0351 -0.7708
C4 0.4664 0.3998 3.3169
C5 -2.2651 3.8996 0.4071
C6 0.6297 -0.8007 -4.5646
C7 4.0688 -0.7765 -0.0245
C8 6.5548 0.4018 -0.5239
C9 5.5086 1.1462 0.0201
C10 4.9387 -3.0129 -0.9019
C11 -0.0645 -1.2387 -2.3243
C12 3.2232 1.4763 0.8927
C13 -0.0630 -1.5919 -3.6605
C14 -0.7093 -2.3348 1.1766
C15 -2.0308 1.6067 -0.2385
C16 6.3258 -0.9409 -0.8193
C17 1.2920 0.3272 -4.1057
C18 0.2981 -0.0614 4.6086
C19 -0.7670 -2.0941 -1.2916
C20 -2.2887 -0.8416 0.1688
C21 -2.5684 0.3149 -0.7764
C22 -0.4184 -1.5441 2.4324
C23 -0.1817 2.7667 0.5107
C24 5.1133 -1.5565 -0.5718
C25 -0.2512 -1.3182 4.7995
C26 1.2500 0.6148 -2.7561
C27 -0.9082 3.9241 0.6902
C28 -0.6257 -2.0672 3.6923
H1 -2.1298 0.1256 -1.7590
H2 -0.1814 -3.0039 -1.1459
H3 -1.7476 -2.3998 -1.6629
H4 0.1508 -2.9696 0.9583
H5 -2.4032 -0.5185 1.2032
H6 0.8753 1.3828 3.1204
H7 7.7946 1.8785 -1.4568
H8 7.1262 -1.5289 -1.2517
H9 1.7529 1.4816 -2.3465
H10 4.6825 -3.5913 -0.0124
H11 -0.5954 -2.4754 -3.9873
H12 -2.8733 4.7835 0.5444
H13 4.1363 -3.1613 -1.6262
H14 1.8362 0.9743 -4.7780
H15 0.6492 -1.0615 -5.6140
H16 0.5931 0.5572 5.4437
H17 5.8557 -3.4193 -1.3207
H18 -3.6431 0.3970 -0.9317
H19 -3.0023 -1.6518 -0.0044
H20 8.3046 1.4219 0.1608
H21 -0.3936 -1.7107 5.7972
H22 8.5966 0.3260 -1.1932
H23 0.8784 2.7457 0.7176
H24 -0.4201 4.8193 1.0473
H25 -1.5790 -2.9842 1.3102
H26 -1.0666 -3.0486 3.8054
H27 3.0629 2.3595 0.2725
H28 2.2696 0.9505 1.0402
H29 5.6727 2.1913 0.2608
H30 -3.8783 2.6762 -0.3140
H31 3.5352 1.8231 1.8792

Atoms 1-3, force components in eV/Å:
0.3 0.5 0.3
-0.4 -0.1 -0.3
-0.1 0.1 0.4

Properties
relative energy (zero: lowest compared OMol25 entry of this formula, charge and spin): 0.00 kJ/mol
total charge: +2
energy: -103416.235 eV
LUMO energy (alpha / beta): -0.1927 / -0.2799 Eh
multiplicity: 2
highest occupied orbital energy (alpha / beta): -13.475 / -13.706 eV

Atom charges from the Löwdin analysis, given in e for atoms 1 to 6:
1. Ru 0.898
2. Se 1.007
3. N -0.013
4. N -0.046
5. N -0.057
6. N -0.273


Record 3
The following is a quantum chemistry calculation of a 2-piece molecular cluster, C2H11N2O overall in a non-equilibrium geometry, from OMol25.

Cartesian coordinates (Å):
O1 -2.9234 -0.0902 0.1106
N1 -0.1544 -0.5712 1.0512
N2 1.1862 1.4972 -0.2691
C1 0.9246 -0.9314 0.1065
C2 1.1313 0.1925 -0.9366
H1 0.4660 2.1625 -0.4273
H2 -0.1731 -1.2271 1.8738
H3 0.3417 0.1816 -1.6593
H4 1.8606 -1.0752 0.6322
H5 0.5766 -1.8313 -0.4011
H6 0.0988 0.3191 1.5314
H7 -1.0832 -0.3358 0.6510
H8 -2.9452 0.5621 -0.6061
H9 2.1090 0.0664 -1.3808
H10 -3.4827 -0.8175 -0.1664
H11 2.0670 1.8982 -0.1100

Atoms 1-3, force components in eV/Å:
0.4 0.5 0.1
0.8 1.3 1.2
-0.9 -1.1 0.2

Properties
relative energy (zero: lowest compared OMol25 entry of this formula, charge and spin): 26.21 kJ/mol
total charge: 0
energy: -7276.744 eV
LUMO energy (alpha / beta): 0.0305 / 0.0189 Eh
multiplicity: 2
highest occupied orbital energy (alpha / beta): -2.886 / -9.561 eV

Atom charges from the Löwdin analysis, given in e for atoms 1 to 6:
1. O -0.140
2. N 0.037
3. N -0.023
4. C -0.277
5. C -0.278
6. H 0.039


Record 4
The following is a quantum chemistry calculation of a 2-piece molecular cluster, C5H11NO overall, from OMol25.

Cartesian coordinates (Å):
O1 -1.9111 -1.1152 2.6752
N1 1.5157 -1.4352 2.0504
C1 0.5361 0.3943 -1.1031
C2 0.8006 -0.7463 -0.1792
C3 -0.9657 1.9730 -2.3250
C4 -0.6683 0.9156 -1.3060
C5 1.3914 -0.5230 0.9908
H1 2.4085 -1.3831 2.5223
H2 -0.3491 2.8633 -2.1923
H3 -1.5196 0.5251 -0.7689
H4 1.7140 0.4797 1.2518
H5 1.3474 0.8460 -1.6629
H6 1.3194 -2.3897 1.7703
H7 -2.2692 -1.6953 1.9971
H8 -1.0178 -0.9236 2.3602
H9 0.3990 -1.7073 -0.4728
H10 -1.9969 2.3100 -2.2851
H11 -0.7344 1.6118 -3.3230

Atoms 1-3, force components in eV/Å:
0.1 0.0 -0.2
0.1 -0.2 -0.3
-0.3 0.0 0.0

Properties
relative energy (zero: lowest compared OMol25 entry of this formula, charge and spin): 185.54 kJ/mol
total charge: 0
SMILES string: C/C=C/C=C/N.O
energy: -8899.774 eV
LUMO energy: 0.0352 Eh
highest occupied orbital energy: -8.493 eV

Atom charges from the Löwdin analysis, given in e for atoms 1 to 6:
1. O -0.064
2. N 0.031
3. C -0.148
4. C -0.131
5. C -0.112
6. C -0.170


Record 5
The following is a quantum chemistry calculation of a 2-piece molecular cluster, C4H7ClN3O5 overall in a non-equilibrium geometry, from OMol25.

Cartesian coordinates (Å):
Cl1 1.5588 1.2173 -2.4689
O1 -0.4553 2.0967 1.6125
O2 -2.2990 -1.7377 -0.5782
O3 -1.5585 1.7989 3.5223
O4 0.1856 0.4594 2.9856
O5 -0.9336 -1.1479 -2.2747
N1 1.9028 -0.0214 -1.3973
N2 1.5042 -1.2753 0.5105
N3 0.1181 0.5025 0.1080
C1 -1.5514 -0.9283 -1.0397
C2 1.1258 -0.2482 -0.2977
C3 -0.6166 1.4462 2.7644
C4 -1.2402 0.4200 -0.4330
H1 -1.9279 0.6147 0.3944
H2 1.9294 -2.0915 0.0903
H3 -1.4038 1.2029 -1.1846
H4 2.7255 -0.5607 -1.6236
H5 0.3593 1.5211 0.2522
H6 -0.2204 -1.7885 -2.1587
H7 0.7972 -1.4802 1.2161

Atoms 1-3, force components in eV/Å:
-0.1 0.1 -0.1
0.0 1.4 -0.4
0.3 0.1 -0.1

Properties
relative energy (zero: lowest compared OMol25 entry of this formula, charge and spin): 0.00 kJ/mol
total charge: -1
energy: -31488.619 eV
LUMO energy: 0.0697 Eh
highest occupied orbital energy: -1.918 eV

Atom charges from the Löwdin analysis, given in e for atoms 1 to 6:
1. Cl 0.707
2. O -0.205
3. O 0.146
4. O -0.135
5. O -0.192
6. O 0.028